# 1
ORCA calculation (ωB97M-V/def2-TZVPD) on an isolated ion of composition C5H14NO3 and charge +1 in a non-equilibrium geometry.

gap between HOMO and LUMO	12.4	eV
HOMO energy	-0.554	Eh
2S+1	1
structure (SMILES)	COC(O)(OC)[NH+](C)C
charge	+1

XYZ file:
```
23
C5H14NO3 | the Open Molecules 2025 dataset | ωB97M-V/def2-TZVPD
O -0.5588 1.2607 0.7352
O -1.1513 -0.7011 -0.2762
O -0.4829 -0.6823 1.8305
N 1.0645 -0.3972 0.1397
C 2.0694 0.4364 0.7858
C -2.4978 -0.9088 0.0830
C -0.3495 -0.0952 0.6332
C -0.9206 2.0272 -0.4951
C 1.2126 -0.4261 -1.2981
H -1.3560 -0.2709 2.1685
H 2.2819 1.3892 0.3733
H -2.7614 -0.0703 0.6450
H 0.4168 -0.8350 -1.8661
H 2.0943 -1.0526 -1.4734
H -0.7637 1.3913 -1.2717
H -2.7083 -1.8244 0.6861
H 2.9464 -0.1289 0.9784
H -1.9085 2.2966 -0.5356
H 1.5729 0.6140 1.7034
H 1.3997 0.5736 -1.6068
H -3.1217 -1.0172 -0.8086
H -0.3756 2.9408 -0.4477
H 1.1499 -1.3018 0.5376
```

# 2
ORCA calculation (ωB97M-V/def2-TZVPD) on a 2-piece molecular cluster, C5H14NOP overall in a non-equilibrium geometry.

gap between HOMO and LUMO (alpha / beta)	8.3 / 6.9	eV
HOMO energy (alpha / beta)	-0.277 / -0.222	Eh
2S+1	1
charge	0

XYZ file:
```
22
C5H14NOP | the Open Molecules 2025 dataset | ωB97M-V/def2-TZVPD
P 0.2188 -1.1777 -0.5612
O 1.1483 -1.9340 0.6380
N -0.4729 -0.0541 0.4156
C 3.5377 0.3068 0.4863
C -2.7802 0.5233 0.3044
C -1.3957 0.9985 0.0740
C -3.2101 -0.6635 -0.6758
C 3.1420 0.6826 -0.8551
H 2.9070 -0.5996 0.8956
H 3.5307 1.0964 1.2013
H -4.1961 -0.5233 -0.9802
H -2.9542 0.2565 1.4443
H 2.9857 -0.0894 -1.6523
H -2.4695 -0.6619 -1.5398
H 4.5246 0.0079 0.5324
H 1.6637 -2.6788 0.4963
H -3.2950 1.4115 0.0312
H 2.7392 1.6579 -1.1244
H -0.0529 -0.0618 1.4111
H -2.9118 -1.5617 -0.1313
H -1.4683 1.1264 -0.9927
H -1.1909 1.9382 0.5825
```

# 3
ORCA calculation (ωB97M-V/def2-TZVPD) on a 2-piece molecular cluster, C5H14NOPS2 overall in a non-equilibrium geometry.

gap between HOMO and LUMO	8.5	eV
HOMO energy	-0.289	Eh
2S+1	1
structure (SMILES)	CSP(O)SC.CC(C)=N
charge	0

XYZ file:
```
24
C5H14NOPS2 | the Open Molecules 2025 dataset | ωB97M-V/def2-TZVPD
S 2.9610 0.1402 -1.7228
S 1.6273 0.7158 1.3466
P 2.4151 -0.9121 0.0396
O 1.0624 -1.6574 -0.3761
N -1.3915 -1.4377 -0.8698
C 1.5157 1.1193 -2.1296
C -3.5293 -1.2663 0.0517
C 3.1307 1.4837 1.9343
C -2.1372 -0.7950 -0.0827
C -1.7383 0.3094 0.7627
H -4.2784 -0.6081 -0.3457
H 1.5189 1.2593 -3.2583
H 0.5011 0.7458 -1.9413
H -0.7662 0.7533 0.5059
H 0.0877 -1.5839 -0.6549
H -1.8253 -2.2601 -1.3250
H -1.4791 -0.2100 1.6748
H -3.5818 -2.1905 -0.4005
H 3.9356 1.4258 1.2423
H 3.5985 0.8963 2.7605
H 2.8518 2.4765 2.3215
H 1.7883 1.9040 -1.5099
H -2.5201 1.0205 0.8740
H -3.7469 -1.3288 1.1027
```

# 4
ORCA calculation (ωB97M-V/def2-TZVPD) on a 2-piece molecular cluster, C5H14O overall in a non-equilibrium geometry.

gap between HOMO and LUMO	11.2	eV
HOMO energy	-0.379	Eh
2S+1	1
structure (SMILES)	CCC.CCO
charge	0

XYZ file:
```
20
C5H14O | the Open Molecules 2025 dataset | ωB97M-V/def2-TZVPD
O -0.4197 -1.7727 2.0977
C 0.1878 0.5534 2.6438
C 0.4758 -0.9321 2.8179
C 0.3808 1.9093 -2.4724
C -0.9723 -0.2844 -2.4895
C 0.4033 0.3803 -2.5591
H 0.8637 2.3754 -3.3247
H 1.0121 1.1108 3.0981
H -0.5568 -1.3699 1.2368
H 0.7276 0.0720 -3.5537
H 0.7660 2.2348 -1.4975
H -0.7007 0.8136 3.2137
H 1.1690 -0.0319 -1.9219
H 1.5003 -1.1601 2.5238
H -0.6384 2.2781 -2.3229
H -1.7376 0.2640 -3.0324
H 0.1030 0.8741 1.6040
H -1.3093 -0.2699 -1.4725
H -0.8865 -1.3419 -2.7251
H 0.2776 -1.1810 3.8590
```

# 5
ORCA calculation (ωB97M-V/def2-TZVPD) on a 2-piece molecular cluster, C5H14O overall in a non-equilibrium geometry.

gap between HOMO and LUMO	11.1	eV
HOMO energy	-0.381	Eh
2S+1	1
structure (SMILES)	CCCCC.O
charge	0

XYZ file:
```
20
C5H14O | the Open Molecules 2025 dataset | ωB97M-V/def2-TZVPD
O 3.1183 2.0289 1.0130
C -1.9208 1.2132 -1.5787
C 1.3479 -1.8845 0.5652
C -0.1295 -1.4011 0.7204
C -1.6562 0.1853 -0.4237
C -0.2277 -0.2074 -0.2644
H -0.4714 -0.9623 1.6775
H -3.0135 1.3628 -1.5918
H -1.4366 2.1765 -1.3463
H -2.3083 -0.6986 -0.5612
H 2.0637 -1.1222 0.9160
H -2.0256 0.7421 0.4589
H 3.1858 1.8261 1.9735
H 1.6209 -2.1768 -0.4627
H 0.1824 -0.3964 -1.2751
H -0.7992 -2.2494 0.4808
H 0.2233 0.7309 0.1118
H 1.4304 -2.7707 1.2167
H 2.4138 2.7133 0.9529
H -1.5979 0.8903 -2.5828
```

# 6
ORCA calculation (ωB97M-V/def2-TZVPD) on a 2-piece molecular cluster, C5H14O overall in a non-equilibrium geometry.

gap between HOMO and LUMO	11.2	eV
HOMO energy	-0.379	Eh
2S+1	1
structure (SMILES)	CC(C)O.CC
charge	0

XYZ file:
```
20
C5H14O | the Open Molecules 2025 dataset | ωB97M-V/def2-TZVPD
O 0.0496 1.3570 0.0462
C 2.3306 -1.1603 0.5868
C 2.3177 -1.7696 -0.8251
C -1.1781 0.6084 -0.0515
C -2.1668 1.3229 -0.9544
C -1.7269 0.6712 1.3894
H -3.1712 0.8546 -0.9239
H 1.3530 -2.2349 -1.0630
H 2.1568 -0.0923 0.5788
H -2.5235 2.2707 -0.5363
H 3.3742 -1.2385 0.9145
H 2.2409 -0.9828 -1.5833
H 0.5962 1.3322 -0.7246
H -0.9186 -0.4022 -0.3679
H 1.7167 -1.6164 1.3550
H -0.9151 0.9393 2.0612
H -1.9916 1.4628 -2.0218
H -2.1771 -0.2935 1.6337
H 3.1105 -2.4771 -1.0355
H -2.4772 1.4486 1.5219
```

# 7
ORCA calculation (ωB97M-V/def2-TZVPD) on a 3-piece molecular cluster, C5H14O2 overall in a non-equilibrium geometry.

gap between HOMO and LUMO	9.5	eV
HOMO energy	-0.340	Eh
2S+1	1
structure (SMILES)	C/C=C/CC.O.O
charge	0

XYZ file:
```
21
C5H14O2 | the Open Molecules 2025 dataset | ωB97M-V/def2-TZVPD
O -2.0383 -3.5375 2.3854
O 0.3086 -1.1179 4.0080
C -1.9615 1.2596 -1.9336
C 2.0431 -0.0954 -0.5266
C 1.7883 1.4082 -0.8067
C 0.4702 1.7205 -1.4912
C -0.6650 1.0993 -1.2018
H 0.4820 2.4664 -2.2846
H -0.1578 -1.8665 3.6128
H -1.4108 -2.8234 2.2773
H 1.3134 -0.7231 -1.0548
H 2.5244 1.6674 -1.5602
H -0.7126 0.3835 -0.3944
H -2.7909 1.4993 -1.2497
H 3.0423 -0.4051 -0.8465
H -2.2945 0.2750 -2.3054
H 2.0048 2.0066 0.0856
H 1.9112 -0.3958 0.5247
H -1.7354 -4.3586 1.9743
H -1.9403 1.9557 -2.7664
H -0.1811 -0.4184 3.5540
```

# 8
ORCA calculation (ωB97M-V/def2-TZVPD) on a 2-piece molecular cluster, C5H14O2 overall in a non-equilibrium geometry.

gap between HOMO and LUMO	11.2	eV
HOMO energy	-0.380	Eh
2S+1	1
structure (SMILES)	CC(C)CCO.O
charge	0

XYZ file:
```
21
C5H14O2 | the Open Molecules 2025 dataset | ωB97M-V/def2-TZVPD
O 0.3329 1.2877 3.1307
O -1.9434 -0.4832 -2.1205
C 1.3925 -1.0767 0.7322
C -0.9042 -0.1668 0.0782
C 1.1894 0.5434 -1.1652
C 0.4882 -0.5868 -0.4013
C -1.8808 0.3513 -0.9738
H 1.2293 1.4326 -0.5530
H 0.6470 0.7891 -2.0808
H -0.8074 0.5960 0.8666
H -1.6449 1.3821 -1.2753
H 2.3139 -1.3342 0.1912
H 1.6600 -0.2625 1.4055
H -1.0480 -0.5564 -2.4715
H -2.8822 0.3254 -0.5489
H 0.1798 0.5512 2.5278
H -1.3802 -1.0337 0.5531
H 0.3442 -1.4225 -1.0820
H -0.5311 1.4643 3.5142
H 2.1567 0.2074 -1.5187
H 1.0882 -2.0077 1.1914
```

These records have energy above the lowest of the compared OMol25 structures with the same formula, charge and spin values of 62.0 83.9 15.7 23.2 15.4 24.3 23.8 5.4 kcal/mol, in the order they appear.